No. 1
ORCA calculation (ωB97M-V/def2-TZVPD) on 9 unconnected molecules or ions with the total composition C20H28BF6N2O22 at a distorted geometry.

```
! wB97M-V def2-TZVPD RIJCOSX def2/J DEFGRID3
* xyz -1 1
B -0.40193 0.41756 0.12904
H -0.24485 -0.50360 0.80924
H 0.40818 0.39893 -0.70216
H -1.43115 0.29296 -0.38527
H -0.47264 1.39133 0.75571
C 3.72829 -0.55345 1.77285
C 2.99521 0.38705 0.78817
O 3.76589 0.18053 -0.38237
C 4.30128 -1.05273 -0.37071
O 4.81307 -1.59453 -1.30155
O 4.08845 -1.57832 0.84954
F 3.25797 1.66240 1.13738
H 3.12150 -0.98236 2.56532
H 4.59059 -0.03972 2.19888
H 1.92678 0.21852 0.65616
C -0.10035 -2.15468 -2.49007
C 1.39308 -2.18970 -2.25026
O 1.80713 -1.28815 -3.27969
C 0.87346 -1.37239 -4.28448
O 1.00237 -0.91798 -5.37682
O -0.15737 -2.14449 -3.89329
F 1.88111 -3.44108 -2.41930
H -0.53999 -1.31751 -1.94069
H -0.64590 -3.03597 -2.15062
H 1.74986 -1.77762 -1.30874
C -3.07206 -1.15417 1.31176
C -2.68473 -0.39289 2.55921
O -2.52606 -1.38069 3.50047
C -3.22365 -2.48054 3.08294
O -3.29145 -3.51333 3.67671
O -3.78587 -2.24229 1.90234
F -3.68529 0.46942 2.95120
H -2.16986 -1.51437 0.81671
H -3.68127 -0.67792 0.54865
H -1.79439 0.22192 2.44237
C 0.80483 -5.52648 0.36219
C 2.17750 -5.18937 0.92161
O 2.00561 -3.98900 1.61288
C 0.74938 -3.51813 1.43989
O 0.32637 -2.56083 1.99844
O 0.01989 -4.34204 0.64626
F 3.04879 -4.84563 -0.07215
H 0.30146 -6.37092 0.82690
H 0.81420 -5.59289 -0.72451
H 2.57103 -6.00839 1.52174
C -2.04069 1.61486 -2.78060
C -3.08707 0.54891 -2.42728
O -3.37029 -0.05749 -3.67632
C -2.40101 0.31332 -4.56539
O -2.41392 0.01651 -5.71573
O -1.46709 1.02184 -3.92642
F -4.23371 1.10655 -1.92960
H -1.41358 1.65797 -1.88852
H -2.50665 2.57517 -3.00149
H -2.79389 -0.19965 -1.69535
C 2.16424 2.65440 -1.80458
C 1.24073 3.39602 -0.82771
O 0.27447 4.03136 -1.63165
C 0.76344 4.10903 -2.89979
O 0.29979 4.71263 -3.81425
O 1.92028 3.44983 -2.97268
F 1.98896 4.23443 -0.06995
H 1.81112 1.62557 -1.85195
H 3.17651 2.74451 -1.42438
H 0.73916 2.65299 -0.20816
C -2.23756 3.44298 0.97038
N -3.14880 4.58121 1.22663
O -2.63039 5.57693 1.70454
O -4.29421 4.51368 0.83833
H -2.85586 2.58480 0.70729
H -1.62862 3.21512 1.83589
H -1.69635 3.62271 0.04326
C 0.21833 1.62903 4.13880
N 1.44662 1.72830 4.94045
O 1.34057 2.26176 6.02950
O 2.50392 1.37274 4.45785
H -0.14685 2.59572 3.79344
H -0.51532 1.15215 4.78321
H 0.37931 1.11768 3.19032
*
```

The value obtained for the largest force on an atom is 0.044 Eh/bohr. The value obtained for the frontier orbital gap is 9.92 eV. The value obtained for the highest occupied orbital energy is -0.29918 Eh. The value obtained for the calculated total energy is -86197.26687 eV. As for the LUMO energy: 1.779 eV.

No. 2
ORCA calculation (ωB97M-V/def2-TZVPD) on a molecular structure, C20H28BO3 at a distorted geometry.

```
! wB97M-V def2-TZVPD RIJCOSX def2/J DEFGRID3
* xyz 1 1
C 4.51853 1.33045 1.44537
C 3.48779 0.33391 1.61164
C 3.39717 -1.04405 1.60419
C 2.03268 -1.34498 1.85165
C 1.43524 -0.14303 2.38011
B -0.19694 -0.21565 -0.58286
O -0.19416 -1.51406 -0.91176
C -0.44768 -1.24329 -2.34292
C 0.38188 -2.24163 -3.10416
C -1.94031 -1.59815 -2.45419
C 0.03403 0.29918 -2.55427
C 1.25314 0.54709 -3.44014
C -1.18317 1.20137 -2.74872
O 0.55187 0.72030 -1.21756
O 2.28079 0.83625 2.05174
H 5.45831 0.79593 1.36156
H 4.36534 1.95874 0.55722
H 4.58167 2.02466 2.28969
H 4.22025 -1.79124 1.48801
H 1.52251 -2.28977 1.70995
H 0.14521 -2.21031 -4.17708
H 1.44812 -2.06268 -2.94178
H 0.13217 -3.23188 -2.71922
H -2.36867 -1.42169 -3.44325
H -1.99105 -2.67157 -2.23114
H -2.56948 -1.12473 -1.68502
H 1.08584 0.32764 -4.50324
H 1.53494 1.59951 -3.33686
H 2.12082 -0.02996 -3.08536
H -1.81462 1.09527 -1.84767
H -0.86936 2.24795 -2.75842
H -1.78051 0.95551 -3.63465
C 0.11491 1.60983 3.11107
C 0.03366 0.20967 2.46845
C -0.32254 -0.86108 3.48731
C -1.07290 0.27750 1.16895
C -2.11509 -0.73948 1.08948
C -3.44196 -0.47498 0.69930
C -3.80217 0.76361 0.15384
C -2.91467 1.81546 0.38148
C -1.60333 1.58647 0.80429
H 0.27112 2.38576 2.35849
H -0.75496 1.88750 3.70304
H 0.98568 1.62348 3.77354
H -0.26561 -1.83170 2.97289
H 0.50847 -0.82330 4.21654
H -1.27091 -0.76071 4.01663
H -1.82745 -1.75337 1.37281
H -4.20821 -1.25277 0.83951
H -4.75073 0.92377 -0.39611
H -3.24052 2.85760 0.23534
H -0.95513 2.46161 0.91229
*
```

The value obtained for the largest force on an atom is 0.144 Eh/bohr. The value obtained for the frontier orbital gap is 6.08 eV. The value obtained for the highest occupied orbital energy is -0.39576 Eh. Its energy relative to the best compared isomer or geometry (same formula, charge and spin) is 2.5873 eV. The value obtained for the calculated total energy is -28004.86195 eV. As for the LUMO energy: -4.687 eV.

No. 3
ORCA calculation (ωB97M-V/def2-TZVPD) on a molecular structure, C20H28CdF3O2 at a distorted geometry.

```
! wB97M-V def2-TZVPD RIJCOSX def2/J DEFGRID3
* xyz -1 1
O -0.09411 -0.58713 -5.43456
C -0.31308 0.64270 -6.24745
C 0.11218 0.04188 -7.55465
H 0.37326 1.44933 -5.96910
H -1.35478 0.95688 -6.20568
C 0.06523 -1.26399 -6.75029
H 1.13418 0.29804 -7.84302
H -0.58428 0.17568 -8.38299
C 1.29599 -2.12793 -6.96469
H 2.23564 -1.60455 -6.76064
H 1.28478 -2.41646 -8.03618
H 1.23168 -3.06711 -6.39429
C -1.12188 -2.14111 -7.10284
H -2.08662 -1.62746 -7.08374
H -1.14017 -3.01578 -6.43771
H -0.98211 -2.53615 -8.13541
Cd 0.05575 -0.11865 -3.18897
C -2.50984 -1.23387 0.71414
C -1.80456 -0.05046 0.36043
C -2.01918 0.19905 -1.02465
H -1.18225 0.57819 0.99242
C -2.77496 -0.89672 -1.53841
C -3.10294 -1.76659 -0.46189
H -3.74721 -2.64996 -0.51950
H -2.61502 -1.65538 1.71360
H -1.82978 1.15666 -1.49946
H -3.12868 -1.00522 -2.55834
C 0.70582 -2.35004 0.85651
C -0.11721 -3.22116 0.08745
C 0.20520 -3.03795 -1.27957
H -0.81485 -3.95943 0.47616
C 1.36052 -2.20263 -1.35308
C 1.62563 -1.73951 -0.02856
H 2.37496 -0.99175 0.23084
H 0.63230 -2.17727 1.93656
H -0.36316 -3.44468 -2.10834
H 2.09449 -2.15757 -2.15937
O 2.35910 4.68394 -5.40433
C 2.46155 3.46908 -4.61630
C 1.07450 3.03083 -4.14914
H 3.17129 3.56702 -3.75303
H 2.97454 2.69284 -5.20818
C 0.17641 4.24837 -4.37335
H 1.07260 2.76922 -3.09760
H 0.71041 2.13102 -4.64940
C 0.95813 5.14309 -5.35616
H 0.09356 4.79123 -3.41633
H -0.84323 4.01284 -4.68943
H 0.93370 6.21064 -5.07620
H 0.50334 5.10623 -6.35147
F 1.25312 2.84784 -0.93094
C 1.34007 1.51953 -1.24062
F 1.28566 0.91868 -0.00172
F 2.64189 1.30283 -1.66622
*
```

The value obtained for the largest force on an atom is 0.078 Eh/bohr. The value obtained for the frontier orbital gap (alpha / beta) is 4.01 / 4.19 eV. The value obtained for the highest occupied orbital energy (alpha / beta) is -0.09563 / -0.09996 Eh. Its energy relative to the best compared isomer or geometry (same formula, charge and spin) is 4.7238 eV. The value obtained for the calculated total energy is -37998.79726 eV. As for the LUMO energy (alpha / beta): 1.407 / 1.472 eV.

No. 4
ORCA calculation (ωB97M-V/def2-TZVPD) on a molecular structure, C20H28ClIN5O4RbSSe2 at a distorted geometry.

```
! wB97M-V def2-TZVPD RIJCOSX def2/J DEFGRID3
* xyz -2 1
Rb -0.03392 1.11288 -0.83196
N 2.39382 -1.48519 -2.49481
C 3.00599 -0.21475 -2.09493
C 2.30589 1.04309 -2.64967
O 1.72421 0.89378 -3.77002
N 2.38512 2.09322 -1.87614
C 1.81950 3.34012 -2.40876
C 1.03181 4.14621 -1.34185
O 1.50769 5.21940 -0.91996
O -0.06668 3.62732 -0.97596
H 2.02848 -1.31503 -3.43127
H 1.56715 -1.64170 -1.92441
H 4.03285 -0.18503 -2.48304
H 3.07852 -0.16073 -1.00579
H 1.14554 3.14168 -3.25227
H 2.63414 3.97795 -2.77055
Cl -6.59853 -1.17394 -4.26900
C -5.32415 -0.97633 -3.07412
C -5.63019 -1.05263 -1.74628
C -4.64725 -0.90302 -0.76595
I -5.20051 -1.05371 1.23486
C -3.27690 -0.67677 -1.04298
O -2.37317 -0.55673 -0.19444
C -2.98576 -0.58413 -2.50321
N -1.69934 -0.34260 -2.83267
C -1.35397 -0.22337 -4.09392
C -2.28164 -0.36339 -5.14315
C -3.58996 -0.62011 -4.84073
C -3.98783 -0.73228 -3.49091
H -6.65467 -1.23339 -1.44579
H -0.30829 0.01399 -4.28092
H -1.95197 -0.25698 -6.16890
H -4.33305 -0.72904 -5.62016
C -0.45939 4.97715 1.90117
Se -0.78703 3.07317 1.77374
C -1.44212 2.78036 3.58686
C -0.36683 2.62685 4.65675
Se 0.74172 1.03561 4.45543
C -0.67610 -0.28542 4.56679
H -1.40489 5.51582 1.95745
H 0.08037 5.23632 0.98844
H 0.15857 5.19825 2.77183
H -2.07144 1.88932 3.55051
H -2.10471 3.61124 3.84796
H -0.80754 2.61369 5.65814
H 0.33357 3.46292 4.61479
H -1.31227 -0.09213 5.43004
H -0.19245 -1.25318 4.68423
H -1.26680 -0.31416 3.65376
C 2.36529 -5.14812 2.39514
N 2.02938 -3.75172 2.63412
C 2.29432 -2.76454 1.71458
S 1.23800 -1.52924 1.43974
N 3.46820 -2.86269 1.02971
C 4.70370 -3.37477 1.59207
H 1.62461 -5.76651 2.89902
H 3.34487 -5.41439 2.79378
H 2.34389 -5.38668 1.32890
H 1.11540 -3.60209 3.03020
H 3.56158 -2.11819 0.35396
H 4.84645 -4.44019 1.40002
H 4.74629 -3.20322 2.67041
H 5.53247 -2.84223 1.13009
*
```

The value obtained for the largest force on an atom is 0.023 Eh/bohr. The value obtained for the frontier orbital gap is 5.56 eV. The value obtained for the highest occupied orbital energy is -0.07050 Eh. Its energy relative to the best compared isomer or geometry (same formula, charge and spin) is 1.7648 eV. The value obtained for the calculated total energy is -199643.99566 eV. As for the LUMO energy: 3.643 eV.